1.
Below is C21H22Cl2GeMnN8O4 as an isolated structure, with properties calculated with the ωB97M-V functional and the def2-TZVPD basis.

Positions of all 59 atoms, in Å:
Mn -0.25 -0.35 0.21
N -1.96 -0.33 3.08
C -0.67 -0.16 3.30
N -0.26 -0.06 4.57
C 1.04 0.12 4.74
N 1.51 0.23 6.00
N 1.95 0.23 3.75
C 1.46 0.10 2.54
N 0.17 -0.10 2.23
C 2.42 0.20 1.41
C 3.77 0.40 1.62
C 4.60 0.49 0.52
C 4.06 0.37 -0.75
C 2.69 0.16 -0.87
N 1.89 0.08 0.19
H -2.56 -0.46 3.88
H -2.26 -0.55 2.12
H 0.87 0.10 6.77
H 2.49 0.31 6.15
H 4.14 0.48 2.63
H 5.66 0.64 0.65
H 4.67 0.43 -1.63
H 2.23 0.05 -1.84
Cl -0.67 4.51 -0.22
C -0.57 3.33 -1.47
C -0.54 3.74 -2.81
C -0.46 2.84 -3.83
Cl -0.44 3.40 -5.48
C -0.39 1.45 -3.56
C -0.31 0.42 -4.53
C -0.26 -0.88 -4.11
C -0.27 -1.18 -2.74
N -0.33 -0.24 -1.83
C -0.40 1.06 -2.21
C -0.51 1.99 -1.13
O -0.54 1.52 0.09
H -0.60 4.80 -3.03
H -0.31 0.68 -5.58
H -0.22 -1.69 -4.83
H -0.25 -2.20 -2.38
C -3.67 2.04 0.30
Ge -3.66 0.19 -0.34
C -3.85 0.19 -2.30
C -5.26 -0.70 0.40
C -2.12 -0.83 0.23
H -4.69 2.42 0.25
H -3.03 2.68 -0.30
H -3.33 2.10 1.34
H -4.83 0.58 -2.58
H -3.75 -0.82 -2.70
H -3.09 0.82 -2.77
H -6.16 -0.20 0.06
H -5.24 -0.67 1.49
H -5.30 -1.74 0.09
H -2.28 -1.91 0.10
O -0.77 -3.52 -0.76
N -0.04 -3.34 0.22
O 0.26 -4.20 1.01
O 0.48 -2.15 0.40

LUMO level (spin up / spin down): -0.0202 / -0.0227 Eh
HOMO (spin up / spin down): -7.330 / -8.004 eV
Multiplicity: 4
HOMO-LUMO gap (spin up / spin down): 6.780 / 7.385 eV
Molar mass: 648.913 g/mol

=====

2.
Below is a 6-piece molecular cluster, C10H30IO9 overall at a distorted geometry, with properties calculated with the ωB97M-V functional and the def2-TZVPD basis.

Positions of all 50 atoms, in Å:
I -19.54 -6.23 21.94
C -21.99 -5.68 16.98
C -21.88 -6.70 18.05
O -20.56 -6.96 18.30
H -21.73 -4.76 17.49
H -22.98 -5.67 16.52
H -21.28 -5.85 16.18
H -22.42 -7.60 17.75
H -22.34 -6.31 18.96
H -20.35 -6.74 19.22
C -17.15 -5.67 25.67
C -16.02 -5.84 26.60
O -16.42 -6.85 27.46
O -17.26 -6.76 24.81
H -16.93 -4.87 24.96
H -18.07 -5.63 26.26
H -15.87 -4.89 27.11
H -15.18 -6.20 26.00
H -15.94 -6.56 28.24
H -17.67 -6.44 24.00
C -16.22 -3.99 19.56
C -16.71 -5.03 18.53
O -17.24 -6.23 19.14
O -17.42 -3.52 20.12
H -15.74 -3.10 19.15
H -15.52 -4.49 20.23
H -15.88 -5.41 17.94
H -17.46 -4.55 17.89
H -18.13 -6.06 19.46
H -17.64 -4.10 20.86
C -23.31 -4.38 21.55
C -24.56 -5.24 21.76
O -25.29 -4.84 22.93
O -22.55 -4.47 22.76
H -23.79 -3.41 21.40
H -22.70 -4.57 20.66
H -24.37 -6.31 21.78
H -25.24 -5.13 20.91
H -24.69 -4.68 23.67
H -21.71 -4.86 22.52
C -20.76 -10.47 24.54
C -19.57 -10.38 23.49
O -18.76 -9.17 23.86
O -20.20 -10.76 25.78
H -21.44 -11.26 24.24
H -21.39 -9.58 24.61
H -19.93 -10.29 22.46
H -18.94 -11.25 23.32
H -19.17 -8.45 23.36
H -20.78 -11.26 26.36

LUMO level: 0.1062 Eh
HOMO: -5.487 eV
HOMO-LUMO gap: 8.376 eV
Net charge: -1
Molar mass: 421.245 g/mol

=====

3.
Below is an isolated molecule of C6H8 at a distorted geometry, with properties calculated with the ωB97M-V functional and the def2-TZVPD basis.

Positions of all 14 atoms, in Å:
C -2.58 0.26 0.72
C -1.41 0.01 0.85
C 0.00 -0.23 1.05
C 1.10 0.71 0.58
C 0.89 -0.57 -0.13
C 0.33 -0.40 -1.52
H -3.61 0.54 0.63
H 0.31 -0.35 2.08
H 0.78 1.65 0.16
H 1.95 0.75 1.26
H 1.64 -1.36 -0.02
H -0.42 0.40 -1.54
H -0.14 -1.31 -1.93
H 1.15 -0.11 -2.18

LUMO level: 0.0420 Eh
HOMO: -9.190 eV
HOMO-LUMO gap: 10.333 eV
Molar mass: 80.130 g/mol
Structure (SMILES): C#C[C@@H]1C[C@@H]1C

=====

4.
Below is C40H44N2O2P2PtSSi as an isolated structure, with properties calculated with the ωB97M-V functional and the def2-TZVPD basis.

Positions of all 93 atoms, in Å:
Pt -0.23 -2.17 0.48
C 3.01 4.28 1.09
S 2.49 4.82 -0.55
C 3.00 3.41 -1.57
C 1.93 2.35 -1.81
C 1.44 1.74 -0.51
N 0.49 0.64 -0.66
P -1.21 0.79 -0.34
C -1.32 1.40 1.39
C -0.26 1.48 2.27
C -0.46 1.92 3.58
C -1.73 2.26 4.01
C -2.81 2.16 3.13
C -2.60 1.73 1.83
C -1.55 2.38 -1.23
C -1.36 3.64 -0.68
C -1.55 4.78 -1.45
C -1.94 4.67 -2.78
C -2.16 3.41 -3.33
C -1.97 2.28 -2.55
P 0.96 -0.98 -0.91
C 0.87 -1.28 -2.69
C 0.37 -0.33 -3.57
C 0.32 -0.60 -4.93
C 0.76 -1.81 -5.42
C 1.26 -2.77 -4.55
C 1.32 -2.51 -3.19
C 2.75 -0.97 -0.57
C 3.17 -1.04 0.76
C 4.51 -0.95 1.08
C 5.46 -0.82 0.07
C 5.05 -0.75 -1.26
C 3.70 -0.82 -1.58
H 2.88 5.14 1.76
H 4.06 4.00 1.08
H 2.41 3.46 1.47
H 3.88 2.97 -1.11
H 3.31 3.83 -2.53
H 2.36 1.57 -2.45
H 1.08 2.78 -2.35
H 0.96 2.51 0.08
H 2.30 1.39 0.07
H 0.74 1.19 1.96
H 0.38 1.97 4.25
H -1.89 2.59 5.03
H -3.81 2.41 3.47
H -3.45 1.66 1.16
H -1.05 3.75 0.35
H -1.37 5.76 -1.02
H -2.09 5.56 -3.38
H -2.49 3.32 -4.36
H -2.15 1.30 -2.99
H 0.01 0.62 -3.19
H -0.08 0.15 -5.60
H 0.71 -2.02 -6.48
H 1.61 -3.73 -4.92
H 1.73 -3.25 -2.51
H 2.44 -1.14 1.56
H 4.81 -1.00 2.11
H 6.51 -0.76 0.31
H 5.78 -0.64 -2.05
H 3.40 -0.75 -2.61
O -1.38 -3.04 2.15
C -0.71 -2.40 3.00
N 0.33 -1.67 2.59
C 0.93 -1.09 3.70
O 1.92 -0.39 3.71
C 0.12 -1.50 4.91
C 0.26 -1.19 6.24
C -0.67 -1.73 7.12
C -1.70 -2.55 6.67
C -1.84 -2.86 5.32
C -0.91 -2.32 4.46
H 1.07 -0.55 6.58
H -0.60 -1.51 8.18
H -2.41 -2.95 7.39
H -2.64 -3.50 4.96
C -3.49 -4.50 -2.36
Si -2.74 -2.92 -1.63
C -3.86 -2.29 -0.26
C -2.66 -1.65 -3.01
C -1.05 -3.35 -0.96
H -4.49 -4.32 -2.74
H -3.55 -5.29 -1.61
H -2.88 -4.87 -3.19
H -4.87 -2.11 -0.63
H -3.47 -1.36 0.15
H -3.92 -3.02 0.55
H -3.64 -1.49 -3.46
H -1.97 -1.96 -3.81
H -2.30 -0.70 -2.61
H -0.39 -3.64 -1.78
H -1.19 -4.26 -0.35

LUMO level: -0.0023 Eh
HOMO: -7.966 eV
HOMO-LUMO gap: 7.902 eV
Molar mass: 901.983 g/mol

=====

5.
Below is C8H14S3 as an isolated structure at a distorted geometry, with properties calculated with the ωB97M-V functional and the def2-TZVPD basis.

Positions of all 25 atoms, in Å:
C -6.62 0.63 -3.25
C -5.27 0.25 -2.83
C -4.15 -0.06 -2.50
C -2.80 -0.43 -2.07
C 4.87 -0.68 4.08
C 4.56 -0.34 2.63
C 2.74 -0.08 0.55
C 1.35 0.33 0.17
H -6.68 0.74 -4.34
H -7.35 -0.12 -2.94
H -6.91 1.59 -2.80
H -2.33 -1.07 -2.82
H -2.84 -1.00 -1.14
H -2.44 1.67 -1.00
H 4.58 -1.71 4.31
H 4.33 -0.01 4.76
H 5.94 -0.57 4.28
H 4.87 0.69 2.40
H 5.11 -1.00 1.96
H 3.40 0.79 0.41
H 3.09 -0.90 -0.07
H 0.95 1.15 0.75
S -1.67 0.99 -1.87
S 2.78 -0.51 2.32
S 0.47 -0.36 -0.99

LUMO level: -0.0072 Eh
HOMO: -7.074 eV
HOMO-LUMO gap: 6.877 eV
Molar mass: 206.401 g/mol